(1)
{
  "formula": "C42H41Cl2N4O4STeTi",
  "method": "wB97M-V/def2-TZVPD",
  "species": ["Ti", "C", "C", "C", "C", "C", "N", "C", "C", "C", "N", "C", "C", "C", "C", "C", "C", "C", "C", "N", "C", "C", "C", "N", "C", "C", "C", "C", "O", "C", "O", "H", "H", "H", "H", "H", "H", "H", "H", "H", "H", "H", "H", "H", "H", "H", "H", "H", "H", "H", "H", "H", "H", "H", "H", "H", "H", "H", "H", "Cl", "C", "C", "C", "C", "C", "Cl", "C", "S", "H", "H", "H", "Te", "C", "C", "C", "C", "C", "C", "C", "C", "C", "C", "C", "C", "H", "H", "H", "H", "H", "H", "H", "H", "H", "H", "O", "O"],
  "positions_angstrom": [[-0.414, -0.581, 0.271], [-1.002, 4.733, 4.789], [-0.664, 3.729, 3.721], [-0.105, 4.125, 2.510], [0.277, 3.179, 1.554], [0.985, 3.457, 0.305], [0.565, 4.190, -0.662], [-0.772, 4.787, -0.783], [-1.621, 3.964, -1.760], [-3.123, 4.221, -1.602], [-3.525, 3.812, -0.240], [-3.699, 2.601, 0.165], [-3.933, 1.438, -0.661], [-5.021, 1.365, -1.543], [-5.418, 0.155, -2.094], [-6.612, 0.058, -3.002], [-4.710, -0.985, -1.716], [-3.589, -0.936, -0.888], [-2.935, -2.160, -0.460], [-1.797, -2.221, 0.122], [-1.340, -3.537, 0.613], [-0.524, -3.401, 1.903], [-1.050, -2.323, 2.837], [-0.710, -0.955, 2.369], [-0.759, -0.019, 3.239], [-0.525, 1.401, 2.989], [-0.860, 2.363, 3.939], [0.072, 1.820, 1.797], [0.442, 0.960, 0.868], [-3.162, 0.299, -0.382], [-2.056, 0.445, 0.320], [-1.055, 5.743, 4.387], [-0.240, 4.729, 5.570], [-1.955, 4.501, 5.263], [0.085, 5.179, 2.334], [1.938, 2.965, 0.128], [1.168, 4.252, -1.480], [-0.659, 5.820, -1.109], [-1.195, 4.787, 0.218], [-1.436, 2.898, -1.593], [-1.339, 4.182, -2.792], [-3.678, 3.637, -2.330], [-3.391, 5.268, -1.727], [-3.505, 4.533, 0.473], [-3.699, 2.465, 1.245], [-5.611, 2.254, -1.742], [-6.926, 1.039, -3.353], [-7.456, -0.396, -2.481], [-6.391, -0.559, -3.872], [-5.040, -1.950, -2.086], [-3.496, -3.084, -0.615], [-0.736, -4.001, -0.168], [-2.216, -4.163, 0.788], [0.528, -3.218, 1.689], [-0.565, -4.356, 2.426], [-0.641, -2.460, 3.839], [-2.140, -2.381, 2.908], [-1.015, -0.280, 4.268], [-1.293, 2.042, 4.881], [-0.831, 0.023, -2.336], [0.517, -0.541, -3.344], [0.179, -1.358, -4.401], [1.186, -1.743, -5.275], [2.476, -1.284, -5.090], [2.783, -0.464, -4.013], [4.395, 0.129, -3.881], [1.814, -0.090, -3.070], [2.195, 0.862, -1.652], [-0.845, -1.670, -4.553], [0.955, -2.383, -6.116], [3.260, -1.551, -5.785], [3.333, -0.591, 0.354], [4.234, -1.905, -0.993], [3.537, -2.965, -1.560], [4.224, -3.836, -2.394], [5.579, -3.652, -2.638], [6.259, -2.590, -2.060], [5.586, -1.700, -1.236], [3.490, -1.819, 2.055], [3.502, -3.214, 1.984], [3.681, -3.952, 3.142], [3.848, -3.303, 4.363], [3.841, -1.919, 4.433], [3.662, -1.172, 3.275], [2.483, -3.108, -1.376], [3.698, -4.663, -2.852], [6.109, -4.341, -3.282], [7.313, -2.447, -2.254], [6.123, -0.862, -0.807], [3.395, -3.715, 1.032], [3.711, -5.033, 3.097], [4.002, -3.886, 5.261], [3.991, -1.422, 5.382], [3.682, -0.088, 3.327], [0.712, -1.609, -0.761], [1.464, -1.567, 0.435]],
  "forces_ev_per_angstrom": [[0.2894, -0.3529, -0.1655], [0.0027, -0.0025, 0.0015], [-0.0088, -0.0059, 0.0275], [-0.0232, -0.0040, -0.0393], [0.0082, 0.0885, 0.0270], [0.0015, -0.0040, -0.0397], [-0.0019, 0.0088, 0.0072], [0.0157, -0.0080, 0.0074], [-0.0232, -0.0013, 0.0122], [0.0217, -0.0265, 0.0012], [-0.0148, 0.0044, -0.0070], [0.0240, 0.0470, 0.0365], [-0.0274, -0.0407, -0.0511], [0.0170, 0.0061, 0.0033], [0.0015, -0.0144, 0.0007], [-0.0013, 0.0027, 0.0016], [-0.0103, 0.0055, 0.0012], [-0.0038, -0.0015, -0.0213], [-0.0338, -0.0176, 0.0265], [-0.0104, -0.0181, 0.0006], [0.0200, -0.0162, -0.0118], [-0.0386, -0.0287, 0.0161], [0.0196, -0.0028, -0.0041], [-0.0143, 0.0083, 0.0919], [-0.0304, -0.0207, 0.0553], [0.0061, 0.0122, -0.0016], [-0.0196, 0.0188, -0.0010], [-0.0310, -0.0003, -0.0204], [0.2165, 0.0531, 0.1074], [0.0083, -0.0143, 0.0368], [-0.1661, 0.0799, -0.0333], [0.0001, 0.0004, 0.0005], [0.0012, -0.0005, -0.0008], [0.0003, 0.0000, -0.0008], [0.0023, -0.0013, 0.0040], [-0.0267, 0.0176, 0.0051], [0.0109, -0.0006, 0.0037], [0.0121, -0.0015, -0.0025], [-0.0150, 0.0209, -0.0024], [0.0104, 0.0254, -0.0057], [-0.0011, 0.0016, -0.0023], [-0.0081, 0.0087, 0.0001], [0.0032, 0.0031, 0.0084], [-0.0082, 0.0035, -0.0006], [0.0040, -0.0004, 0.0003], [0.0004, 0.0004, 0.0010], [-0.0014, 0.0010, 0.0008], [0.0016, -0.0019, -0.0001], [0.0009, 0.0013, -0.0011], [0.0024, -0.0001, -0.0002], [0.0012, 0.0017, 0.0006], [0.0156, 0.0083, 0.0087], [0.0029, -0.0044, -0.0105], [0.0206, 0.0182, 0.0005], [-0.0152, -0.0005, -0.0077], [0.0137, 0.0048, -0.0072], [0.0009, 0.0043, 0.0175], [0.0057, 0.0000, -0.0052], [-0.0002, 0.0004, 0.0003], [-0.0177, 0.0601, -0.1408], [0.0065, 0.0946, 0.0705], [0.0053, 0.0342, 0.0140], [-0.0105, -0.0327, -0.0329], [0.0233, -0.0039, -0.0260], [-0.0270, 0.0207, 0.0417], [0.0234, -0.0359, -0.0059], [-0.0982, -0.0426, -0.1140], [-0.0320, -0.0924, 0.0107], [0.0023, 0.0005, 0.0012], [-0.0055, 0.0041, 0.0014], [0.0030, 0.0082, 0.0030], [0.2968, 0.2679, -0.1298], [-0.0153, -0.0299, 0.0830], [0.0297, 0.1050, -0.0346], [0.0016, -0.0023, -0.0174], [-0.0164, -0.0046, -0.0020], [0.0159, 0.0264, -0.0035], [0.0299, -0.0180, 0.0167], [-0.0494, -0.2331, 0.0096], [0.0206, 0.0715, 0.1228], [0.0003, 0.0131, -0.0142], [0.0094, -0.0219, 0.0266], [-0.0170, 0.0172, -0.0053], [-0.0166, 0.0304, -0.0199], [-0.0412, -0.0156, 0.0114], [0.0014, -0.0009, 0.0048], [-0.0054, -0.0020, -0.0014], [-0.0032, 0.0010, 0.0004], [-0.0114, -0.0002, 0.0314], [-0.0071, -0.0495, -0.0394], [-0.0001, 0.0048, -0.0068], [0.0024, 0.0061, 0.0025], [0.0045, 0.0053, -0.0002], [0.0030, 0.0125, 0.0116], [-0.0866, -0.0013, 0.1196], [-0.2465, -0.0623, -0.0591]],
  "mulliken_charge": [-0.872, -1.710, 0.157, -0.072, 0.201, -0.932, 0.066, -0.626, 0.267, -1.058, -0.017, -0.353, -0.237, -0.127, -0.123, -1.712, -0.623, 1.157, -0.719, 0.622, -1.214, 0.273, -1.243, 0.812, -0.889, 0.683, -0.763, -0.346, 0.629, 0.126, -0.511, 0.412, 0.344, 0.420, 0.570, 0.879, 0.439, 0.416, 0.202, -0.262, 0.551, 0.382, 0.532, 0.407, 0.572, 0.602, 0.393, 0.364, 0.408, 0.580, 0.474, 0.231, 0.586, -0.509, 0.639, 0.715, 0.274, 0.547, 0.587, -0.006, 0.151, -0.779, -0.776, -0.629, 0.116, -0.110, 0.181, -0.313, 0.522, 0.437, 0.519, 1.030, 0.909, 0.089, -0.890, -0.663, -0.663, -1.171, 0.428, -0.232, -0.663, -0.584, -0.784, -0.515, 0.485, 0.460, 0.455, 0.457, 0.454, 0.478, 0.469, 0.445, 0.469, 0.417, -0.510, 0.719],
  "lumo_energy_ha": -0.3101,
  "spin_multiplicity": 1,
  "charge": 3,
  "relative_energy_kcal_mol": 43.5
}



(2)
{
  "formula": "B3CsF12",
  "method": "wB97M-V/def2-TZVPD",
  "species": ["Cs", "B", "F", "F", "F", "F", "B", "F", "F", "F", "F", "B", "F", "F", "F", "F"],
  "positions_angstrom": [[9.233, -4.228, -31.141], [5.235, -6.263, -32.441], [5.285, -5.137, -31.661], [3.976, -6.495, -32.922], [6.147, -6.078, -33.467], [5.518, -7.374, -31.695], [10.026, -8.422, -26.885], [10.098, -7.772, -28.107], [11.108, -9.176, -26.686], [10.018, -7.445, -25.973], [8.861, -9.087, -26.763], [7.822, -0.624, -27.859], [7.932, -0.027, -29.113], [6.552, -1.120, -27.956], [8.804, -1.545, -27.658], [7.856, 0.193, -26.762]],
  "forces_ev_per_angstrom": [[-0.6431, -0.1695, 0.4458], [-0.3032, -0.4575, 0.1931], [0.0820, 1.4902, 1.0198], [-1.6770, 0.3757, -1.1241], [1.0747, -0.0028, -1.1705], [1.1724, -1.2544, 0.9759], [-0.6157, 1.2683, -0.6463], [0.1566, 0.3438, -2.2040], [2.4740, -2.3551, 0.1071], [0.1293, 2.7034, 2.8390], [-2.0041, -1.9189, -0.1968], [-1.0965, 0.2768, -0.3047], [1.4767, 1.2806, -1.0244], [-1.8236, -1.6990, 0.5636], [1.3304, -1.6742, -0.3838], [0.2668, 1.7925, 0.9102]],
  "mulliken_charge": [1.008, 0.553, -0.374, -0.393, -0.410, -0.378, 0.581, -0.430, -0.377, -0.389, -0.389, 0.601, -0.422, -0.392, -0.385, -0.404],
  "lumo_energy_ha": 0.1037,
  "spin_multiplicity": 1,
  "charge": -2,
  "relative_energy_kcal_mol": 54.1
}



(3)
{
  "formula": "C6H9ClSi",
  "method": "wB97M-V/def2-TZVPD",
  "species": ["C", "C", "C", "C", "C", "C", "Si", "Cl", "H", "H", "H", "H", "H", "H", "H", "H", "H"],
  "positions_angstrom": [[1.293, -0.452, -1.240], [0.247, 0.510, -1.566], [2.200, 0.146, -0.444], [0.482, 1.675, -0.967], [1.755, 1.528, -0.279], [-1.530, -1.880, 0.992], [-1.742, -0.410, 1.919], [-2.000, 0.083, 3.913], [1.237, -1.488, -1.441], [-0.625, 0.206, -2.093], [3.118, -0.360, -0.244], [1.606, 1.695, 0.866], [2.613, 2.249, -0.459], [-2.134, -2.829, 1.140], [-1.168, -1.660, 0.089], [-0.092, 2.567, -0.964], [-1.700, 0.835, 1.312]],
  "forces_ev_per_angstrom": [[-0.2627, 0.7592, 0.7569], [-0.5177, -0.9440, 0.1407], [-0.6060, -1.1326, -1.7577], [0.4458, -0.1329, -0.6151], [2.4661, 2.0017, 3.5658], [-3.1367, -0.4247, 4.9109], [0.1689, -2.4485, 0.0800], [-0.1346, -0.6024, -0.4725], [0.1597, -0.8331, -0.5835], [-0.6258, 0.1078, -0.5020], [0.4945, 0.2927, 0.8337], [0.0357, -0.1732, -1.5132], [-1.1707, -0.4545, -0.2337], [1.4450, 1.1443, 0.0213], [1.2295, 0.6928, -3.6990], [-0.4568, 0.4947, -0.0647], [0.4659, 1.6526, -0.8679]],
  "mulliken_charge": [-0.446, -0.465, -0.560, -0.573, -0.233, -0.594, 0.460, -0.234, 0.484, 0.461, 0.411, 0.174, 0.329, 0.266, 0.157, 0.436, -0.071],
  "lumo_energy_ha": 0.0091,
  "spin_multiplicity": 1,
  "smiles": "C1=CCC=C1.C=[SiH]Cl",
  "relative_energy_kcal_mol": 60.8
}



(4)
{
  "formula": "C4H7N2",
  "method": "wB97M-V/def2-TZVPD",
  "species": ["C", "C", "C", "C", "N", "N", "H", "H", "H", "H", "H", "H", "H"],
  "positions_angstrom": [[-1.891, -0.775, -0.097], [-1.087, -0.524, 1.088], [-0.241, 0.414, 0.108], [1.102, -0.132, -0.654], [-1.900, -1.199, -1.249], [-1.417, 0.450, -0.754], [-1.657, 0.178, 1.804], [-0.709, -1.296, 1.659], [-0.089, 1.386, 0.495], [0.740, -1.033, -1.086], [1.763, -0.390, 0.173], [1.398, 0.608, -1.420], [-1.951, 1.283, -1.211]],
  "forces_ev_per_angstrom": [[0.0659, 1.3247, -0.1535], [-0.9167, 2.4201, 1.7518], [1.8982, -1.1131, -1.1122], [-2.7713, 0.9594, 1.9742], [0.1903, 0.8486, -0.5791], [-2.3895, 0.7869, -2.4413], [0.8204, -1.0268, -1.1562], [0.9760, -1.8418, 0.8129], [0.2044, 1.0325, 0.5386], [0.2018, -0.9113, -0.8041], [0.5858, 0.3616, -0.5338], [0.1739, -0.4588, 0.7245], [0.9608, -2.3819, 0.9781]],
  "mulliken_charge": [0.475, -0.418, -0.154, -1.062, -0.224, -0.133, 0.276, 0.388, 0.473, 0.339, 0.342, 0.358, 0.340],
  "lumo_energy_ha": -0.2235,
  "spin_multiplicity": 1,
  "charge": 1,
  "relative_energy_kcal_mol": 154.8
}